{"formula": "C25H53AsBF6Mg2N3O26", "method": "ωB97M-V with the def2-TZVPD basis set", "gap_ev": 7.48, "homo_energy_ev": -8.19, "lumo_energy_ev": -0.710, "charge": 0, "symbols": ["C", "H", "C", "O", "O", "O", "O", "O", "C", "H", "H", "H", "F", "C", "H", "C", "H", "H", "H", "C", "O", "O", "H", "F", "H", "H", "H", "As", "C", "H", "H", "F", "H", "O", "F", "H", "H", "F", "H", "C", "H", "O", "H", "C", "H", "O", "H", "C", "O", "N", "H", "H", "H", "C", "O", "H", "O", "H", "H", "O", "O", "H", "H", "C", "C", "C", "C", "H", "Mg", "H", "H", "H", "H", "H", "O", "O", "C", "O", "C", "H", "Mg", "O", "C", "O", "O", "H", "C", "H", "H", "H", "H", "H", "C", "H", "O", "H", "C", "H", "N", "O", "N", "O", "B", "H", "H", "C", "H", "H", "H", "C", "H", "F", "O", "C", "O", "H", "C"], "positions_angstrom": [[0.444, -6.399, -19.992], [-0.035, -11.911, -15.726], [-2.884, -10.255, -21.762], [-1.527, -7.914, -20.199], [0.154, -5.808, -18.940], [-3.274, -6.806, -18.304], [2.719, -8.399, -21.673], [1.596, -6.431, -20.645], [-2.820, -12.372, -14.080], [-2.231, -7.664, -16.645], [0.997, -6.588, -15.487], [2.482, -14.762, -14.073], [-7.448, -11.309, -16.462], [5.175, -11.529, -19.319], [-3.670, -12.497, -19.506], [-4.155, -6.346, -22.215], [-5.758, -7.445, -17.564], [6.599, -13.376, -18.450], [-4.698, -7.155, -22.704], [-3.554, -15.480, -18.297], [1.993, -9.281, -15.155], [-0.295, -14.791, -19.241], [-3.263, -4.717, -18.168], [-4.257, -12.949, -16.653], [-3.722, -4.437, -20.586], [-6.998, -6.924, -18.812], [4.085, -9.640, -19.184], [-5.837, -12.039, -16.538], [-3.329, -5.388, -20.227], [-0.326, -13.349, -13.102], [-3.209, -16.045, -19.163], [-6.522, -13.327, -17.520], [-2.250, -5.285, -20.342], [-2.345, -11.447, -17.606], [-5.135, -10.796, -15.473], [1.352, -16.093, -14.400], [-3.024, -11.309, -13.953], [-6.116, -13.023, -15.089], [-1.083, -16.066, -15.235], [-3.567, -13.570, -19.673], [-6.993, -8.499, -18.134], [-0.618, -13.802, -17.440], [1.552, -9.886, -19.118], [3.955, -10.663, -19.536], [-3.416, -16.942, -16.859], [-5.395, -8.163, -19.409], [5.905, -11.180, -20.048], [-2.860, -16.025, -17.056], [2.938, -11.345, -18.717], [-2.150, -10.274, -17.883], [6.112, -14.698, -19.579], [-2.465, -12.620, -13.080], [-4.727, -5.446, -22.443], [2.810, -7.378, -23.726], [0.600, -14.239, -14.736], [-2.865, -13.759, -20.485], [-1.129, -9.682, -17.454], [-1.747, -6.098, -17.096], [-2.813, -11.165, -21.166], [-1.934, -12.629, -15.115], [4.351, -9.193, -23.019], [-1.898, -9.793, -21.783], [-4.515, -13.920, -20.081], [0.214, -13.059, -14.004], [-0.622, -12.056, -14.820], [1.914, -10.510, -18.301], [-6.064, -8.756, -20.568], [1.971, -7.407, -16.802], [-3.511, -8.118, -19.703], [-3.307, -6.347, -16.249], [-6.327, -8.000, -21.308], [2.191, -9.850, -17.479], [-3.175, -10.496, -22.784], [-4.639, -15.475, -18.195], [-3.889, -6.518, -20.823], [-3.132, -14.134, -18.521], [-2.071, -15.771, -14.884], [1.794, -6.827, -23.113], [6.136, -13.622, -19.406], [-3.782, -12.872, -14.189], [-2.429, -13.331, -16.912], [-2.963, -9.694, -18.588], [-0.404, -7.569, -20.633], [1.341, -13.826, -18.272], [0.032, -8.579, -14.538], [-0.669, -11.052, -14.397], [-5.113, -9.762, -21.199], [-5.588, -9.827, -22.178], [-4.793, -5.447, -18.542], [-2.029, -15.187, -13.965], [1.088, -15.139, -12.986], [3.722, -10.746, -20.597], [-3.725, -5.514, -18.750], [5.618, -11.359, -18.338], [-3.751, -9.276, -21.148], [1.055, -11.080, -17.949], [1.066, -7.415, -16.194], [-2.594, -16.677, -14.577], [0.146, -14.091, -18.328], [3.211, -7.148, -24.894], [1.029, -8.545, -15.278], [0.248, -8.057, -21.657], [1.590, -7.436, -21.785], [-1.857, -16.276, -17.401], [-5.194, -10.730, -20.704], [-6.323, -7.704, -18.460], [6.664, -13.201, -20.262], [-3.159, -6.192, -22.632], [-6.964, -9.314, -20.312], [1.440, -15.077, -14.015], [0.201, -7.564, -16.839], [-5.397, -11.086, -18.020], [-2.716, -15.049, -15.981], [-2.636, -6.724, -17.020], [4.884, -12.938, -19.441], [1.135, -12.622, -13.617], [3.401, -8.448, -22.816]]}

---

{"formula": "C25H53ClOP2PtSi2", "method": "ωB97M-V with the def2-TZVPD basis set", "gap_ev": [3.27, 5.32], "homo_energy_ev": [-2.86, -8.11], "de_lowest_ev": 0.050, "s_squared": 6.014, "lumo_energy_ev": [0.408, -2.791], "spin_multiplicity": 5, "charge": 0, "symbols": ["H", "C", "H", "C", "H", "O", "C", "H", "H", "C", "H", "C", "H", "H", "H", "H", "H", "H", "H", "H", "H", "H", "H", "H", "C", "C", "H", "H", "H", "C", "C", "H", "H", "C", "H", "H", "P", "C", "H", "C", "C", "H", "C", "C", "H", "H", "C", "H", "H", "C", "H", "H", "H", "C", "C", "C", "H", "C", "H", "H", "H", "H", "C", "H", "P", "H", "H", "C", "Si", "Pt", "Si", "H", "H", "H", "H", "Cl", "C", "H", "H", "H", "H", "H", "C", "H", "H"], "positions_angstrom": [[2.965, 0.882, 2.776], [0.598, 2.210, -1.955], [4.452, -0.140, -2.195], [-3.032, -0.528, -0.412], [-4.490, 3.016, -2.376], [-0.436, -0.539, 1.054], [-0.153, -3.923, 0.169], [4.453, -1.844, 1.339], [5.247, 1.702, -0.043], [-0.941, -2.766, 0.231], [-3.034, -4.515, -1.246], [4.941, 0.716, 0.324], [2.446, -1.555, 4.937], [4.963, 0.726, 1.420], [5.712, 0.004, -0.003], [0.049, 2.659, -1.109], [-2.992, -0.012, 0.561], [-0.675, -1.057, -4.812], [-3.617, -2.000, 2.255], [-1.762, 2.712, 0.137], [-2.081, 2.555, -2.448], [-0.505, -4.853, -0.317], [-3.130, -1.615, -4.500], [0.279, -0.387, -3.481], [2.287, 2.938, 0.805], [1.081, -3.685, 0.803], [-1.452, -1.099, 3.183], [0.757, -1.185, 4.487], [-0.826, 0.664, -4.414], [3.499, 3.379, 1.621], [-3.714, -2.782, 1.496], [-4.828, 1.488, -1.554], [1.010, 3.169, 2.553], [-2.722, 2.750, -0.388], [0.095, 3.080, 1.045], [-4.775, -2.900, 1.246], [-1.903, 0.362, -1.512], [-3.357, -3.485, -1.456], [-1.623, -1.691, -2.619], [3.607, 0.435, -1.793], [3.973, -2.134, 2.284], [3.427, -0.764, -0.036], [-2.721, 2.016, -1.731], [1.133, -2.373, 1.297], [4.598, -1.785, 3.120], [1.893, -4.401, 0.910], [-0.109, -1.800, 0.885], [-3.482, 2.337, 0.286], [-2.206, -0.928, 4.812], [-1.908, -0.401, 3.897], [-1.182, 0.382, 4.141], [-2.787, 0.060, 3.434], [1.199, 0.767, 2.690], [1.638, -1.787, 4.229], [2.134, 0.422, 2.216], [3.595, 0.298, -0.272], [-2.976, -3.198, -2.442], [-1.839, -0.694, -3.035], [2.358, 3.364, -0.209], [2.694, 0.037, -2.245], [0.097, 1.863, -2.861], [-3.356, -3.724, 1.924], [-0.692, -0.336, -3.983], [1.376, -2.848, 4.340], [2.130, 1.107, 0.532], [3.924, -3.233, 2.326], [1.671, 2.190, -2.020], [-4.151, 1.977, -2.264], [-2.790, -2.383, -0.062], [0.124, 0.749, -0.518], [2.235, -1.462, 2.488], [3.482, 4.476, 1.667], [4.455, 3.085, 1.193], [3.739, 1.477, -2.103], [-2.955, 3.807, -0.569], [0.635, 4.331, -2.864], [-3.167, -0.770, -3.796], [-3.329, 0.134, -4.397], [-4.454, -3.470, -1.483], [3.442, 3.010, 2.651], [-4.250, 1.496, -3.235], [-4.060, -0.417, -0.789], [1.022, 3.449, 1.494], [1.006, 4.544, 1.424], [-4.042, -0.928, -3.154]]}

---

| no. | molar mass (Da) |
| --- | --- |
| 1 | 1060.03 |
| 2 | 718.35 |